1.
51
Properties=species:S:1:pos:R:3 method="wB97M-V/def2-TZVPD" spin_multiplicity=1 lumo_energy_ev=0.1682 relative_energy_kj_mol=122.3 homo_lumo_gap_ev=10.5 max_force_ev_per_a=2.9
O -1.145 -0.144 -2.902
O 2.173 0.523 -3.325
O 1.041 -2.108 -2.409
H 1.005 0.236 -0.515
H 1.383 -0.548 2.587
H -2.938 2.163 -0.003
H 1.570 0.115 -2.710
H -2.391 2.051 2.522
O 1.292 2.760 2.334
H -2.647 -0.861 -1.763
H -0.328 0.969 0.393
O -1.677 -1.450 2.684
C 0.153 0.035 0.146
H -2.180 -4.071 1.206
H 1.697 0.966 2.372
H 1.494 -2.376 1.355
H 1.517 -2.460 -1.627
H 2.816 -1.828 0.063
H 3.874 -0.083 1.130
H 1.185 3.185 1.469
O -0.100 3.464 -0.097
H -1.172 -1.924 3.331
O 0.983 -2.278 2.179
H -1.794 -0.108 -3.605
O -0.130 2.325 -2.639
O 2.037 0.136 2.764
C -0.839 -0.867 -0.547
O -3.515 2.256 -0.770
O 2.381 -2.705 -0.108
H -2.429 -2.050 2.673
H 0.532 -0.434 1.051
H -0.305 1.390 -2.872
H -0.177 2.743 -0.740
O -2.819 -3.580 0.680
C -1.763 -0.255 -1.557
H 3.126 -3.296 -0.104
H -0.486 2.873 -3.338
H 1.740 1.384 -3.399
H 0.065 -2.372 1.949
H 2.729 0.368 0.248
H -0.507 -1.873 -0.776
H -3.756 3.186 -0.731
H 2.194 2.996 2.587
H 1.615 -2.090 -3.182
H -0.818 1.714 2.302
H -2.319 -3.326 -0.104
H -0.634 3.519 0.702
H -2.046 0.784 -1.398
O -1.595 2.207 2.007
H -1.597 -1.049 0.235
O 3.501 -0.212 0.251



2.
21
Properties=species:S:1:pos:R:3 method="wB97M-V/def2-TZVPD" spin_multiplicity=1 total_charge=+2 lumo_energy_ev="-11.3279 / -11.3796" relative_energy_kj_mol=383.8 homo_lumo_gap_ev="6.7 / 6.7" max_force_ev_per_a=4.8
H -1.382 2.190 0.467
H 0.864 -0.145 1.652
H 2.117 0.265 -1.383
C -3.057 0.930 -0.106
H 0.485 -2.230 0.155
C 0.076 0.279 -1.073
H 1.864 -0.689 -0.144
H -0.895 -3.193 0.194
N -0.520 -2.253 0.175
S -4.082 -0.372 -0.294
H -0.458 -0.231 -1.890
H 0.270 1.411 -1.135
N -0.650 0.151 0.284
C 1.449 -0.406 -1.113
H 1.388 -1.188 -1.765
H -3.493 1.927 0.066
C -1.730 1.152 0.156
H -0.564 0.497 2.333
H 0.289 1.539 1.654
C 0.081 0.558 1.550
C -1.154 -1.141 0.251